DFT (wB97M-V/def2-TZVPD) results for C47H50F2GeN8O5PS2Ti as an isolated structure in a non-equilibrium geometry.

Properties
Net charge = +1
Orbital gap = 6.97 eV
Relative energy (zero: lowest compared OMol25 entry of this formula, charge and spin) = 0.0 kJ/mol
Max |F| = 1.02 eV Å⁻¹
Electronic energy = -187733.787 eV
LUMO level = -3.37 eV

Last column: Mulliken charge in e.
Positions of all 117 atoms, in Å:
Ti1 -0.624 0.597 0.202  -0.166
F1 3.067 -5.100 -0.274  -0.403
C1 2.885 -3.900 0.298  0.444
C2 3.289 -2.766 -0.384  -1.582
C3 3.108 -1.500 0.179  1.321
C4 2.478 -1.400 1.423  -0.135
C5 2.129 -2.579 2.073  0.188
F2 1.566 -2.494 3.296  -0.458
C6 2.314 -3.844 1.551  -0.471
C7 2.171 -0.139 2.167  -0.869
C8 3.158 0.405 2.977  -0.145
C9 2.857 1.463 3.812  -1.201
C10 1.553 1.911 3.859  -1.083
C11 0.619 1.330 3.024  -0.155
N1 0.903 0.341 2.160  1.132
H1 3.783 -2.891 -1.338  0.503
H2 2.030 -4.733 2.094  0.546
H3 4.149 -0.024 2.964  0.680
H4 3.624 1.903 4.435  0.490
H5 1.244 2.707 4.523  0.549
H6 -0.406 1.670 3.039  -0.014
C12 -1.620 -3.727 3.677  -1.066
N2 -2.209 -2.476 4.139  0.165
C13 -3.651 -2.512 3.901  -0.997
N3 -4.006 -2.784 2.509  0.172
C14 -3.363 -4.025 2.090  -1.034
N4 -1.910 -4.032 2.276  0.120
C15 -1.261 -3.083 1.377  -0.569
P1 -1.842 -1.343 1.669  2.370
C16 -1.586 -1.319 3.506  -1.129
C17 -3.662 -1.667 1.636  -1.085
H7 -2.025 -4.537 4.287  0.358
H8 -0.540 -3.688 3.820  0.351
H9 -4.093 -1.560 4.202  0.425
H10 -4.073 -3.305 4.522  0.330
H11 -3.593 -4.210 1.039  0.436
H12 -3.777 -4.841 2.687  0.295
H13 -1.469 -3.384 0.348  0.742
H14 -0.179 -3.131 1.509  -0.764
H15 -0.516 -1.317 3.714  0.346
H16 -2.011 -0.404 3.920  0.627
H17 -3.975 -1.889 0.615  0.358
H18 -4.173 -0.758 1.955  0.462
C18 -4.397 -2.334 -3.161  -1.169
C19 -3.335 -2.661 -2.295  -0.628
C20 -2.685 -1.679 -1.599  1.142
C21 -3.034 -0.313 -1.713  0.449
C22 -2.358 0.738 -1.005  1.825
C23 -2.652 2.030 -1.363  -0.308
C24 -3.617 2.356 -2.342  -0.948
C25 -4.336 1.365 -2.939  -1.352
C26 -4.055 0.010 -2.646  1.132
C27 -4.738 -1.024 -3.332  -0.813
H19 -4.923 -3.114 -3.695  0.392
H20 -3.034 -3.695 -2.178  0.597
H21 -1.867 -1.949 -0.952  -1.062
H22 -2.102 2.858 -0.936  0.200
H23 -3.778 3.393 -2.604  0.523
H24 -5.094 1.593 -3.679  0.473
H25 -5.531 -0.749 -4.017  0.445
Ge1 3.825 0.017 -0.870  2.299
C28 5.071 1.034 0.205  0.683
C29 5.195 2.409 0.020  -0.676
C30 6.156 3.131 0.710  -0.814
C31 7.013 2.485 1.592  -0.512
C32 6.912 1.113 1.773  -0.606
C33 5.946 0.397 1.079  -0.393
C34 4.689 -0.681 -2.463  -0.324
C35 5.817 -1.499 -2.390  -0.093
C36 6.427 -1.970 -3.543  -0.714
C37 5.918 -1.625 -4.789  -0.559
C38 4.804 -0.806 -4.876  -0.693
C39 4.194 -0.341 -3.717  -0.356
H26 2.648 0.845 -1.391  -1.002
H27 4.522 2.934 -0.648  0.335
H28 6.233 4.201 0.564  0.431
H29 7.762 3.050 2.131  0.417
H30 7.585 0.599 2.447  0.432
H31 5.893 -0.683 1.216  0.375
H32 6.238 -1.770 -1.428  0.389
H33 7.304 -2.600 -3.473  0.424
H34 6.399 -1.988 -5.688  0.400
H35 4.415 -0.519 -5.846  0.432
H36 3.333 0.316 -3.800  0.577
C40 -2.372 6.056 0.327  -1.366
C41 -3.309 4.918 0.527  1.157
C42 -4.572 4.819 0.006  -1.143
C43 -5.308 3.649 0.269  1.031
N5 -4.843 2.660 1.014  -0.353
C44 -3.624 2.767 1.549  0.105
S1 -2.945 1.585 2.544  -0.363
N6 -2.880 3.889 1.289  0.238
C45 -6.677 3.462 -0.301  -1.344
H37 -2.718 6.695 -0.482  0.394
H38 -1.371 5.694 0.091  0.248
H39 -2.321 6.654 1.240  0.351
H40 -4.974 5.610 -0.608  0.455
H41 -1.933 3.881 1.647  0.087
H42 -6.911 4.206 -1.059  0.371
H43 -7.411 3.534 0.503  0.359
H44 -6.753 2.460 -0.721  0.294
C46 0.324 -0.620 -4.469  -1.264
N7 0.200 -0.284 -3.062  0.660
C47 0.388 -1.153 -2.081  -1.290
N8 0.765 -2.403 -2.350  -0.101
O1 0.187 -0.825 -0.857  1.310
H45 0.037 0.247 -5.056  0.384
H46 -0.345 -1.443 -4.725  0.360
H47 1.354 -0.883 -4.723  0.326
H48 0.001 0.664 -2.769  0.132
H49 1.082 -2.677 -3.263  0.265
H50 1.003 -2.983 -1.561  0.121
O2 0.303 4.191 -0.657  -0.800
S2 0.664 2.897 -0.176  0.661
O3 0.360 1.767 -1.175  -0.853
O4 -0.472 2.399 0.823  -0.553
O5 1.945 2.724 0.426  -0.310

DFT (wB97M-V/def2-TZVPD) results for a 7-piece molecular cluster, C47H53F6INO4P overall in a non-equilibrium geometry.

Properties
Orbital gap = 8.18 eV
Max |F| = 4.83 eV Å⁻¹
Electronic energy = -92968.665 eV
Structure (SMILES) = CCOCCOCN(C(=O)OP(C)C)[C@@H](I)CC.Fc1ccccc1.Fc1ccccc1.Fc1ccccc1.Fc1ccccc1.Fc1ccccc1.Fc1ccccc1
LUMO level = 0.34 eV

Last column: Mulliken charge in e.
Positions of all 113 atoms, in Å:
C1 -3.220 -6.880 -0.263  -0.904
C2 -3.625 -5.516 0.504  -0.285
O1 -3.100 -4.321 -0.114  -0.225
C3 -4.067 -3.669 -0.958  -0.447
C4 -3.930 -2.057 -0.979  -0.461
O2 -2.630 -1.586 -0.575  -0.239
C5 -2.150 -0.544 -1.476  -0.354
N1 -0.899 0.088 -1.041  1.221
C6 -0.074 0.591 -2.145  0.099
O3 -0.613 0.921 -3.237  -0.538
O4 1.322 0.736 -1.907  -0.233
P1 2.281 -0.328 -2.881  -0.081
C7 3.630 -1.213 -1.897  -0.787
C8 1.251 -1.517 -3.920  -0.847
C9 -1.038 1.030 0.096  -1.640
I1 -2.407 2.721 -0.253  0.021
C10 -1.302 0.298 1.526  -0.184
C11 -0.116 -0.820 1.637  -0.802
H1 -2.526 -6.609 -1.126  0.267
H2 -2.669 -7.587 0.450  0.272
H3 -4.183 -7.354 -0.649  0.269
H4 -3.148 -5.567 1.555  0.218
H5 -4.752 -5.514 0.672  0.333
H6 -3.939 -4.015 -2.054  0.193
H7 -5.161 -3.925 -0.697  0.313
H8 -4.730 -1.656 -0.267  0.227
H9 -4.207 -1.725 -2.034  0.335
H10 -3.020 0.156 -1.707  0.359
H11 -1.920 -1.092 -2.469  -0.007
H12 4.530 -1.341 -2.607  0.165
H13 4.011 -0.562 -1.023  0.309
H14 3.313 -2.208 -1.426  0.328
H15 0.419 -2.063 -3.359  0.257
H16 1.957 -2.307 -4.376  0.375
H17 0.799 -0.891 -4.775  0.302
H18 -0.001 1.522 0.229  0.728
H19 -2.339 -0.160 1.599  0.267
H20 -1.115 1.124 2.308  0.473
H21 -0.477 -1.821 1.228  0.093
H22 0.725 -0.477 0.922  0.164
H23 0.351 -0.874 2.673  0.339
F1 0.554 -3.286 -5.918  -0.194
C12 -0.667 -3.597 -6.384  0.232
C13 -0.798 -4.585 -7.347  -0.498
C14 -2.063 -4.909 -7.825  -0.467
C15 -3.182 -4.233 -7.343  -0.458
C16 -3.038 -3.239 -6.380  -0.502
C17 -1.774 -2.922 -5.893  -0.024
H24 0.085 -5.094 -7.716  0.415
H25 -2.177 -5.686 -8.573  0.358
H26 -4.168 -4.484 -7.720  0.366
H27 -3.909 -2.711 -6.008  0.374
H28 -1.644 -2.157 -5.136  0.390
F2 3.864 6.542 -1.154  -0.375
C18 2.859 5.759 -1.583  0.207
C19 1.784 6.332 -2.244  -0.442
C20 0.747 5.522 -2.694  -0.619
C21 0.790 4.149 -2.467  -0.495
C22 1.869 3.584 -1.797  -0.128
C23 2.916 4.392 -1.357  -0.411
H29 1.764 7.404 -2.405  0.432
H30 -0.095 5.959 -3.220  0.389
H31 -0.021 3.517 -2.813  0.396
H32 1.888 2.512 -1.617  0.677
H33 3.770 3.969 -0.841  0.478
F3 -2.123 -0.428 4.716  -0.213
C24 -1.268 -0.998 5.578  0.400
C25 -0.632 -2.174 5.220  -0.363
C26 0.261 -2.766 6.107  -0.593
C27 0.497 -2.178 7.348  -0.435
C28 -0.152 -0.998 7.698  -0.551
C29 -1.036 -0.400 6.806  -0.271
H34 -0.836 -2.620 4.253  0.548
H35 0.770 -3.683 5.833  0.366
H36 1.191 -2.643 8.042  0.368
H37 0.030 -0.543 8.666  0.383
H38 -1.544 0.524 7.058  0.354
F4 7.580 -1.785 -2.093  -0.342
C30 7.677 -1.172 -3.284  0.227
C31 8.063 0.158 -3.335  -0.425
C32 8.169 0.791 -4.569  -0.375
C33 7.876 0.091 -5.737  -0.435
C34 7.485 -1.243 -5.673  -0.353
C35 7.390 -1.880 -4.440  -0.249
H39 8.279 0.690 -2.416  0.422
H40 8.477 1.830 -4.621  0.367
H41 7.954 0.587 -6.698  0.368
H42 7.253 -1.786 -6.583  0.369
H43 7.095 -2.921 -4.372  0.422
F5 -3.064 2.895 7.267  -0.282
C36 -4.275 2.574 6.782  0.224
C37 -4.380 1.592 5.810  -0.081
C38 -5.634 1.256 5.311  -0.473
C39 -6.768 1.912 5.783  -0.474
C40 -6.650 2.900 6.757  -0.422
C41 -5.397 3.230 7.264  -0.380
H44 -3.486 1.098 5.449  0.387
H45 -5.728 0.483 4.556  0.389
H46 -7.746 1.652 5.391  0.366
H47 -7.533 3.414 7.121  0.358
H48 -5.287 3.990 8.028  0.414
F6 2.061 3.983 5.901  -0.312
C42 2.151 4.607 4.715  0.249
C43 2.520 5.942 4.675  -0.436
C44 2.619 6.586 3.446  -0.451
C45 2.336 5.891 2.273  -0.421
C46 1.961 4.552 2.325  -0.066
C47 1.874 3.904 3.553  -0.586
H49 2.729 6.469 5.599  0.408
H50 2.915 7.629 3.402  0.376
H51 2.409 6.395 1.315  0.300
H52 1.737 4.014 1.410  0.395
H53 1.592 2.859 3.613  0.538